(1)
{"formula": "C12H38N10O6", "method": "ωB97M-V/def2-TZVPD", "elements": ["O", "O", "O", "O", "O", "O", "N", "N", "N", "N", "N", "N", "N", "N", "N", "N", "C", "C", "C", "C", "C", "C", "C", "C", "C", "C", "C", "C", "H", "H", "H", "H", "H", "H", "H", "H", "H", "H", "H", "H", "H", "H", "H", "H", "H", "H", "H", "H", "H", "H", "H", "H", "H", "H", "H", "H", "H", "H", "H", "H", "H", "H", "H", "H", "H", "H"], "coordinates": [[2.132, -3.677, -0.130], [-2.618, 3.454, 2.189], [1.265, 2.363, 3.220], [-1.800, -2.070, 0.451], [0.151, -2.158, -3.199], [-0.639, 0.427, 1.473], [0.521, -2.530, -1.174], [0.206, -3.275, 0.813], [-3.811, 3.594, 0.284], [-2.444, 2.019, 0.545], [-2.113, -3.657, 1.949], [2.837, 3.248, 1.025], [-0.589, -0.703, -0.398], [0.593, 1.042, -0.279], [-2.209, -1.595, 2.498], [1.135, 0.112, -2.048], [2.831, 1.875, 1.309], [0.079, 0.266, -2.978], [0.750, 0.764, -4.280], [-2.938, 3.075, 1.055], [-0.784, -0.989, -3.129], [0.983, -3.253, -0.216], [0.076, 2.047, 3.988], [4.250, 1.562, 1.858], [-2.020, -2.427, 1.578], [1.549, 1.474, 2.121], [-0.497, -3.355, -3.590], [-0.213, 0.248, 0.359], [1.667, 0.444, 2.456], [0.901, 1.831, -4.121], [4.512, 2.007, 2.818], [-1.521, -0.910, -3.929], [4.279, 0.478, 1.968], [0.779, 0.852, -1.253], [-3.786, 3.347, -0.695], [4.919, 1.957, 1.093], [-0.031, 0.977, 4.166], [-1.906, 1.419, 1.153], [1.714, 0.297, -4.486], [1.596, -0.732, -2.358], [-1.321, -1.279, -0.006], [2.903, 3.807, 1.864], [-0.757, -3.004, 0.673], [-0.513, 1.097, -2.596], [-1.445, -3.355, -3.052], [-0.415, -2.153, -1.136], [-2.400, -3.734, 2.914], [-2.485, -1.760, 3.456], [-4.110, 4.526, 0.532], [-1.977, -0.637, 2.277], [2.668, 1.268, 0.419], [0.924, 1.909, 0.122], [1.840, 0.835, -2.085], [0.676, 1.572, 1.475], [-0.112, -0.729, -1.287], [-2.238, -4.366, 1.241], [1.288, -2.306, -1.792], [-2.480, 1.753, -0.429], [1.946, 3.434, 0.587], [-1.420, -1.057, -2.246], [0.087, 0.581, -5.125], [-0.536, -3.270, -4.676], [0.581, -3.691, 1.653], [0.095, -4.217, -3.280], [-0.780, 2.412, 3.422], [0.171, 2.512, 4.969]], "forces_ev_per_a": [[1.239, -0.581, -0.917], [-0.630, 0.433, -0.113], [0.686, -0.483, 0.754], [-7.581, -6.364, 0.108], [-1.962, 3.180, -3.504], [-2.307, -0.761, 4.209], [1.761, -2.201, -1.572], [-1.242, -1.964, 3.715], [-4.180, 4.113, -2.875], [2.390, -4.794, -1.759], [-0.818, -3.706, 0.812], [-0.350, 1.637, -1.640], [2.027, 4.239, -4.094], [0.697, 6.821, 3.051], [-0.909, 4.805, 4.132], [4.183, -5.493, -7.106], [0.343, -1.141, 2.499], [0.217, 1.187, -3.116], [-1.141, -0.025, -0.181], [1.820, 0.577, 4.264], [1.006, -1.183, -0.162], [3.113, -0.151, 1.919], [0.772, 0.146, -0.990], [-1.281, -0.725, -0.245], [-2.437, -0.284, 1.647], [0.835, 1.384, 0.967], [0.211, 0.881, -0.065], [0.334, 0.850, -1.600], [-0.246, -0.251, 0.139], [0.143, 0.076, -0.436], [-0.355, 0.195, 0.007], [0.555, -0.075, -0.699], [0.633, -0.061, -0.041], [-1.358, 1.253, 3.636], [-0.298, 0.269, 0.277], [0.265, -0.383, 0.127], [0.121, -0.250, -0.181], [0.464, 0.086, -0.116], [-0.139, -0.175, 0.139], [0.673, -0.130, 0.162], [0.817, 2.530, -1.454], [-0.230, -0.056, 0.165], [2.497, -1.033, -0.394], [-0.664, -0.113, -0.055], [-0.392, -0.535, -0.465], [1.391, -1.456, -0.518], [0.024, -1.057, -0.430], [0.181, -0.370, -0.368], [-0.092, -0.075, -0.301], [0.403, 0.461, -0.066], [0.646, 0.194, -0.214], [-0.714, -0.441, -0.439], [0.593, 0.116, -1.003], [1.417, 0.220, 1.887], [-0.535, 0.707, 2.116], [0.002, -0.202, 0.572], [-1.005, -0.421, 0.176], [-0.254, 0.155, 0.333], [-0.156, 0.948, 0.049], [-0.126, -0.501, -0.262], [0.110, 0.336, -0.238], [-0.731, -0.698, -0.071], [-0.308, -0.154, -0.331], [0.106, 0.194, 0.020], [-0.251, 0.007, 0.336], [0.016, 0.292, -0.203]], "homo_ev": -7.9, "e_above_lowest_kj_mol": 1571.3, "orbital_gap_ev": 7.9552}



(2)
{"formula": "C4H3ClO2", "method": "ωB97M-V/def2-TZVPD", "elements": ["Cl", "O", "O", "C", "C", "C", "C", "H", "H", "H"], "coordinates": [[-2.841, -0.560, 0.168], [-0.834, 2.573, -0.421], [-0.183, -1.859, -0.701], [0.009, -0.788, -0.188], [-1.282, 0.230, 0.106], [-1.199, 1.458, -0.290], [1.336, -0.345, 0.274], [2.047, -1.111, -0.170], [1.382, -0.212, 1.468], [1.565, 0.614, -0.246]], "forces_ev_per_a": [[0.396, 0.230, 0.045], [-1.219, -1.775, -0.284], [-0.323, 1.109, 0.469], [-2.260, -0.044, 0.228], [0.528, -3.577, -0.769], [2.146, 3.456, 0.439], [1.419, 0.376, 0.944], [-0.604, 0.912, 1.115], [-0.022, -0.347, -2.912], [-0.060, -0.340, 0.725]], "homo_ev": -9.5, "e_above_lowest_kj_mol": 144.5, "orbital_gap_ev": 9.0160, "smiles": "CC(=O)C(Cl)=C=O"}



(3)
{"formula": "C4H6N2", "method": "ωB97M-V/def2-TZVPD", "elements": ["N", "N", "C", "C", "C", "C", "H", "H", "H", "H", "H", "H"], "coordinates": [[0.438, 1.891, -0.642], [-0.473, -1.603, -0.268], [-0.324, 0.214, 1.069], [0.016, -0.524, -1.044], [-0.712, -1.079, 1.006], [0.104, 0.586, -0.266], [0.272, -2.274, -0.089], [1.014, 1.938, -1.472], [0.158, -0.621, -2.115], [0.859, 2.416, 0.111], [-0.264, 0.825, 1.960], [-1.089, -1.768, 1.749]], "forces_ev_per_a": [[0.089, 0.061, -0.014], [0.089, 0.378, -0.008], [-0.122, 0.050, -0.016], [0.104, 0.175, -0.018], [0.353, -0.067, 0.244], [-0.073, -0.141, 0.127], [-0.341, -0.721, -0.634], [-0.059, -0.001, 0.109], [0.133, -0.092, 0.289], [-0.043, 0.006, -0.097], [-0.332, 0.100, -0.161], [0.203, 0.251, 0.180]], "homo_ev": -7.8, "e_above_lowest_kj_mol": 96.0, "orbital_gap_ev": 8.9786, "smiles": "Nc1cc[nH]c1"}



(4)
{"formula": "C25H28N2O8S", "method": "ωB97M-V/def2-TZVPD", "elements": ["S", "O", "O", "O", "O", "O", "O", "O", "O", "N", "N", "C", "C", "C", "C", "C", "C", "C", "C", "C", "C", "C", "C", "C", "C", "C", "C", "C", "C", "C", "C", "C", "C", "C", "C", "C", "H", "H", "H", "H", "H", "H", "H", "H", "H", "H", "H", "H", "H", "H", "H", "H", "H", "H", "H", "H", "H", "H", "H", "H", "H", "H", "H", "H"], "coordinates": [[-6.014, -0.373, 0.832], [1.514, 3.482, -1.014], [-0.916, 1.967, -0.218], [-6.435, -1.738, 0.953], [-4.280, 0.662, -2.797], [5.061, 0.802, -0.713], [2.857, -2.426, -1.910], [0.485, -0.903, 2.746], [-6.691, 0.645, 1.577], [2.478, 2.106, 0.528], [-6.131, 0.029, -0.765], [6.218, 0.679, 0.072], [-4.510, 1.592, -1.759], [-5.766, -0.946, -1.765], [0.199, 1.819, 0.232], [4.566, 2.113, -0.832], [3.808, 2.643, 0.400], [1.446, 2.584, -0.205], [2.564, -0.819, -0.249], [2.149, 1.005, 1.408], [3.196, -1.987, -0.670], [-3.480, -1.417, 1.094], [-3.734, 0.905, 1.689], [-1.560, -0.113, 1.723], [-2.121, -1.329, 1.337], [3.724, -0.920, 1.847], [-4.367, -0.662, -2.325], [-2.376, 0.999, 1.922], [2.831, -0.282, 0.997], [-5.911, 1.401, -1.164], [-0.102, -0.019, 1.915], [4.096, -2.618, 0.183], [4.347, -2.081, 1.433], [0.650, 0.901, 1.271], [-4.269, -0.294, 1.256], [3.521, -3.552, -2.431], [-1.487, -2.192, 1.185], [-3.737, 1.482, -0.984], [4.605, -3.521, -0.115], [3.880, 2.096, -1.681], [7.014, 1.342, -0.292], [2.436, 1.251, 2.441], [-6.498, -0.889, -2.579], [-6.066, 2.026, -0.285], [5.046, -2.578, 2.090], [3.126, -3.687, -3.437], [6.537, -0.357, -0.017], [-4.418, 2.578, -2.215], [6.031, 0.899, 1.129], [3.316, -4.451, -1.841], [-3.942, -2.341, 0.784], [-6.661, 1.656, -1.922], [4.361, 2.428, 1.316], [-3.605, -0.830, -1.547], [3.928, -0.511, 2.825], [-0.172, -1.505, 3.120], [5.390, 2.806, -1.056], [3.708, 3.727, 0.280], [-5.826, -1.929, -1.298], [-4.392, 1.745, 1.839], [1.875, -0.335, -0.925], [-4.159, -1.305, -3.181], [4.602, -3.390, -2.486], [-1.941, 1.929, 2.253]], "forces_ev_per_a": [[-0.199, -0.025, -0.203], [-0.119, -0.038, -0.089], [0.502, 0.262, -0.180], [0.306, -0.053, -0.141], [-0.038, 0.057, -0.211], [-0.056, -0.053, -0.073], [-0.098, 0.251, 0.104], [-0.003, 0.048, -0.101], [0.279, 0.223, -0.067], [-0.152, -0.125, 0.080], [-0.074, -0.278, 1.037], [0.047, 0.029, -0.008], [-0.186, 0.126, 0.172], [0.407, -0.397, -0.374], [-0.776, -0.273, 0.092], [-0.086, 0.204, 0.078], [0.297, 0.003, -0.423], [0.215, 0.530, -0.232], [0.080, -0.242, 0.050], [-0.072, -0.355, 0.315], [-0.163, 0.224, 0.157], [-0.071, -0.165, 0.024], [0.021, 0.120, 0.101], [-0.247, -0.178, 0.135], [0.041, 0.167, -0.016], [-0.031, 0.077, -0.014], [-0.178, -0.228, 0.077], [-0.030, -0.224, 0.029], [0.137, -0.185, 0.000], [0.315, 0.556, -0.153], [0.134, 0.468, -0.269], [0.042, -0.195, -0.259], [0.033, 0.054, 0.077], [0.047, -0.399, 0.491], [-0.581, -0.075, -0.079], [0.096, -0.192, -0.076], [0.042, -0.081, -0.029], [-0.049, 0.043, -0.090], [0.016, -0.084, -0.058], [0.062, 0.129, 0.050], [0.003, -0.010, 0.009], [0.005, -0.031, -0.120], [0.038, -0.043, 0.083], [-0.019, 0.193, -0.141], [0.054, -0.057, 0.047], [0.059, -0.032, 0.068], [0.065, 0.019, 0.075], [-0.004, -0.005, 0.129], [0.016, -0.016, 0.014], [0.023, 0.044, -0.017], [0.012, -0.146, -0.031], [0.038, 0.010, 0.105], [-0.026, 0.066, 0.008], [-0.059, -0.007, -0.121], [0.002, 0.064, 0.122], [-0.014, 0.152, -0.031], [-0.060, -0.022, -0.011], [0.063, -0.081, 0.081], [0.001, -0.082, -0.230], [-0.020, 0.156, 0.058], [-0.099, 0.065, -0.150], [-0.002, -0.047, 0.114], [-0.033, -0.011, 0.014], [0.043, 0.094, -0.003]], "homo_ev": -8.7, "e_above_lowest_kj_mol": 7.1, "orbital_gap_ev": 8.1187, "smiles": "COCCN1C(=O)C(=O)/C(=C(/O)c2ccc(S(=O)(=O)N3CCOCC3)cc2)[C@H]1c1cccc(OC)c1"}



(5)
{"formula": "C9H7F4NS", "method": "ωB97M-V/def2-TZVPD", "elements": ["S", "F", "F", "F", "F", "N", "C", "C", "C", "C", "C", "C", "C", "C", "C", "H", "H", "H", "H", "H", "H", "H"], "coordinates": [[0.582, 2.250, 0.398], [3.335, -1.102, -1.081], [2.265, 1.280, -1.344], [3.238, -2.037, 0.757], [4.108, -0.023, 0.574], [1.834, 1.225, 0.161], [-0.652, -0.232, -0.130], [-1.849, -0.902, -0.360], [1.827, -0.159, 0.506], [-0.867, 1.152, 0.149], [0.643, -0.980, -0.011], [-3.155, -0.352, -0.334], [3.143, -0.832, 0.182], [-3.254, 0.954, -0.008], [-2.126, 1.658, 0.282], [-4.166, 1.628, 0.104], [-2.293, 2.757, 0.500], [-1.684, -1.892, -0.831], [1.639, -0.086, 1.629], [-3.800, -1.140, -0.768], [0.763, -1.397, -1.000], [0.468, -1.769, 0.623]], "forces_ev_per_a": [[-0.936, -0.281, 0.226], [-0.076, 0.145, -1.686], [2.816, 0.625, -6.892], [-0.046, -0.098, 1.223], [1.091, 0.091, 0.672], [-3.058, -0.683, 4.516], [-1.598, 2.004, 1.281], [0.564, -0.699, -1.266], [-1.654, 0.252, 2.592], [2.530, -1.247, 0.833], [-0.416, 2.139, -2.284], [1.812, -3.154, -1.413], [-0.238, 0.148, 0.022], [-2.660, 2.101, 0.722], [0.312, 3.058, 0.125], [0.770, -1.717, -0.448], [0.560, -1.375, -0.104], [-0.564, 0.258, 0.780], [0.850, -0.931, -0.894], [-0.744, 1.382, 0.724], [0.818, -0.161, -0.378], [-0.132, -1.857, 1.651]], "homo_ev": [-6.5, -9.2], "orbital_gap_ev": [7.1011, 6.6417], "multiplicity": 3}



(6)
{"formula": "C5H6INOS", "method": "ωB97M-V/def2-TZVPD", "elements": ["I", "S", "O", "N", "C", "C", "C", "C", "C", "H", "H", "H", "H", "H", "H"], "coordinates": [[-2.372, -1.729, -3.423], [-0.161, -2.071, -1.279], [-0.076, 2.459, -0.101], [0.488, 0.173, 0.033], [-1.249, 2.456, 0.734], [-1.463, -1.091, -1.695], [1.814, -1.753, 0.683], [0.612, 1.372, -0.245], [0.762, -1.059, -0.045], [1.524, -2.456, 1.577], [2.502, -1.000, 1.059], [2.348, -2.380, -0.043], [-2.040, 1.876, 0.172], [-1.213, 1.739, 1.609], [-1.477, 3.462, 0.965]], "forces_ev_per_a": [[-0.266, -0.358, -0.276], [0.029, 1.011, -0.008], [0.096, -0.307, 1.288], [-0.151, 0.542, 0.455], [-1.381, -3.531, -0.201], [1.071, 0.086, 0.727], [0.544, -1.664, 1.726], [0.729, 0.294, -1.853], [-2.043, -0.689, -0.546], [0.206, 1.345, -1.647], [0.171, -0.070, 0.123], [0.088, -0.014, 0.270], [0.413, 1.313, 0.077], [0.855, 1.289, -0.419], [-0.362, 0.753, 0.284]], "homo_ev": [-7.6, -7.6], "e_above_lowest_kj_mol": 444.2, "orbital_gap_ev": [6.9421, 6.9411]}



Taking the records one at a time from the top gives total energy values of -1478.57868 -764.82388 -265.49899 -2079.02816 -1199.33428 -1019.78313 hartree.